Record 1
The following is a DFT calculation (wB97M-V/def2-TZVPD) of 3 unconnected molecules or ions with the total composition C2H8O2.

XYZ file:
```
12
Properties=species:S:1:pos:R:3
O 1.883 -1.550 -1.054
H 1.935 -0.701 -0.581
H 2.345 -1.379 -1.883
H -1.278 -2.175 -1.469
C -0.122 0.266 0.819
O 0.472 -0.305 1.768
C -0.611 1.711 0.945
H -0.581 -0.332 0.020
H -0.598 2.140 -0.056
H -1.653 1.739 1.332
H 0.017 2.277 1.626
H -1.810 -1.691 -1.466
```

Computed properties:
Net charge: -1
Gap between HOMO and LUMO (spin up / spin down): 3.88 / 7.78 eV
E_HOMO (spin up / spin down): 0.6773 / -3.4240 eV
Multiplicity: 2



Record 2
The following is a DFT calculation (wB97M-V/def2-TZVPD) of a molecular structure, C49H46BBrF4N4O5P2Sr.

XYZ file:
```
113
Properties=species:S:1:pos:R:3
Sr 0.409 1.309 0.822
N 0.721 1.623 -1.988
C 1.342 0.388 -2.477
C 2.468 0.008 -1.526
O 3.372 0.984 -1.465
N 2.601 -1.057 -0.833
C 1.582 -2.100 -0.830
C 0.491 -1.835 0.238
O 0.418 -2.541 1.257
O -0.226 -0.817 -0.044
H 1.427 2.351 -1.917
H -0.004 1.936 -2.613
H 0.583 -0.387 -2.510
H 1.782 0.505 -3.475
H 1.093 -2.209 -1.806
H 2.080 -3.039 -0.585
Br 1.825 5.172 0.086
C 3.214 3.824 0.073
C 4.511 4.243 -0.097
C 5.473 3.203 -0.016
C 5.098 1.905 0.102
C 3.684 1.558 0.066
N 2.770 2.603 0.257
H 4.761 5.286 -0.209
H 6.531 3.451 -0.018
H 5.830 1.111 0.195
H 3.414 0.666 0.628
C -4.935 0.507 -1.485
P -3.167 0.388 -0.907
C -2.505 -0.603 -2.306
C -2.510 0.008 -3.562
C -1.939 -0.607 -4.667
C -1.335 -1.850 -4.534
C -1.302 -2.459 -3.287
C -1.873 -1.840 -2.181
C -3.332 -0.776 0.484
C -3.931 -2.035 0.400
C -3.970 -2.873 1.501
C -3.405 -2.460 2.705
C -2.823 -1.209 2.808
C -2.796 -0.367 1.702
P -5.725 2.027 -0.798
C -4.761 3.246 -1.770
C -4.901 3.384 -3.156
C -4.048 4.207 -3.873
C -3.032 4.895 -3.211
C -2.884 4.766 -1.842
C -3.752 3.948 -1.119
C -7.321 2.054 -1.713
C -7.944 0.914 -2.215
C -9.195 0.987 -2.819
C -9.848 2.203 -2.934
C -9.240 3.350 -2.436
C -7.997 3.273 -1.829
H -5.482 -0.392 -1.194
H -4.930 0.566 -2.574
H -2.950 0.997 -3.682
H -1.952 -0.102 -5.627
H -0.875 -2.329 -5.392
H -0.808 -3.417 -3.161
H -1.790 -2.309 -1.211
H -4.351 -2.364 -0.543
H -4.422 -3.856 1.421
H -3.407 -3.125 3.563
H -2.351 -0.878 3.726
H -2.330 0.609 1.808
H -5.680 2.837 -3.673
H -4.166 4.305 -4.946
H -2.351 5.528 -3.770
H -2.093 5.276 -1.307
H -3.606 3.850 -0.047
H -7.452 -0.051 -2.147
H -9.652 0.082 -3.203
H -10.821 2.262 -3.408
H -9.734 4.311 -2.519
H -7.534 4.177 -1.447
F -1.165 3.169 0.745
B -1.580 4.039 1.852
F -1.897 5.296 1.291
F -0.524 4.131 2.761
F -2.727 3.458 2.419
C 6.966 -3.152 4.793
C 5.613 -3.565 4.277
C 5.430 -4.849 3.776
C 4.204 -5.240 3.256
C 3.135 -4.363 3.284
C 3.296 -3.080 3.809
N 2.191 -2.217 3.824
C 1.820 -1.457 4.921
C 2.127 -1.887 6.220
C 1.694 -1.170 7.323
C 0.920 -0.026 7.169
C 0.619 0.408 5.885
C 1.084 -0.263 4.761
C 0.850 0.357 3.402
O -0.289 0.832 3.169
O 1.817 0.360 2.593
C 4.550 -2.650 4.267
C 4.749 -1.221 4.686
H 7.640 -4.010 4.837
H 6.905 -2.716 5.794
H 7.430 -2.396 4.152
H 6.268 -5.540 3.780
H 4.075 -6.234 2.841
H 2.159 -4.635 2.898
H 1.694 -2.107 2.943
H 2.698 -2.801 6.346
H 1.951 -1.527 8.316
H 0.565 0.526 8.032
H 0.027 1.302 5.719
H 4.030 -0.572 4.178
H 5.752 -0.876 4.431
H 4.613 -1.076 5.763
```

Computed properties:
Net charge: -2
Gap between HOMO and LUMO: 6.06 eV
E_HOMO: -2.3577 eV



Record 3
The following is a DFT calculation (wB97M-V/def2-TZVPD) of a molecular structure, C4H11Cl4N2O5Sn.

XYZ file:
```
27
Properties=species:S:1:pos:R:3
Sn 1.349 0.404 3.433
O 1.114 -0.565 0.645
H 0.190 -0.850 0.504
C 0.419 2.488 -0.657
N 1.890 2.386 -0.429
O 2.537 2.569 -1.444
O 2.346 2.367 0.721
H -0.011 3.323 -0.105
H -0.032 1.613 -0.190
H 0.291 2.461 -1.739
C -3.500 1.553 1.114
N -2.517 0.444 1.371
O -2.500 -0.481 0.577
O -1.798 0.560 2.362
H -2.984 2.479 0.861
H -4.061 1.620 2.046
H -4.126 1.225 0.284
C 1.859 -3.556 0.636
Cl 1.251 -4.400 2.000
Cl 2.698 -4.657 -0.494
H 1.020 -3.081 0.127
H 2.512 -2.754 0.979
C 0.435 -1.038 -2.420
Cl 1.317 -2.169 -3.400
Cl -0.644 -0.005 -3.343
H -0.107 -1.558 -1.630
H 1.050 -0.376 -1.810
```

Computed properties:
Net charge: 0
Gap between HOMO and LUMO (spin up / spin down): 5.84 / 7.22 eV
E_HOMO (spin up / spin down): -7.7903 / -9.0362 eV
Multiplicity: 2



Record 4
The following is a DFT calculation (wB97M-V/def2-TZVPD) of 2 unconnected molecules or ions with the total composition C2H5NO.

XYZ file:
```
9
Properties=species:S:1:pos:R:3
C -0.920 0.201 0.008
C 1.182 0.836 0.011
N -0.941 -1.073 0.137
O -1.771 1.021 -0.174
H 1.201 1.640 -0.734
H 1.529 0.848 1.024
H 1.524 -0.248 -0.200
H -0.007 -1.606 -0.114
H -1.798 -1.619 0.042
```

Computed properties:
Net charge: 0
Gap between HOMO and LUMO: 9.23 eV
E_HOMO: -8.5494 eV